[1]
ORCA calculation (wB97M-V/def2-TZVPD) on a 2-piece molecular cluster, C2H8NO overall.

```
12
C2H8NO (wB97M-V/def2-TZVPD)
O 1.48688 1.26976 -1.41625
N -1.01871 0.52834 0.08524
C -0.56554 -1.55428 1.25901
C -0.26328 -0.54694 0.29079
H -1.67623 -1.73168 1.50346
H 1.71107 1.38161 -2.34655
H -0.00123 -2.53356 1.31438
H -1.91396 0.51275 0.47190
H -0.07147 -1.14301 2.27898
H 2.25865 1.59227 -0.98389
H 0.62195 -0.60739 -0.34391
H -0.71991 1.27991 -0.45981
```

Total charge = +1
Frontier orbital gap = 11.02 eV
LUMO energy = -0.1859 Eh


[2]
ORCA calculation (wB97M-V/def2-TZVPD) on a 2-piece molecular cluster, C2H8NO overall.

```
12
C2H8NO (wB97M-V/def2-TZVPD)
O -1.23443 -1.28672 1.81060
N 0.67948 0.54908 -0.17307
C -0.65808 0.29446 -0.75453
C 1.67834 0.97836 -0.83467
H 1.51093 1.22582 -1.89676
H -0.57081 0.69415 -1.75355
H 0.80416 0.15131 0.72407
H 2.72353 0.78125 -0.51536
H -0.90729 -0.79037 -0.91726
H -1.46846 0.82000 -0.19627
H -1.56584 -2.18769 1.81277
H -0.99153 -1.22966 2.69402
```

Total charge = +1
Frontier orbital gap = 10.30 eV
LUMO energy = -0.1977 Eh


[3]
ORCA calculation (wB97M-V/def2-TZVPD) on a 2-piece molecular cluster, C2H8NO overall.

```
12
C2H8NO (wB97M-V/def2-TZVPD)
O 0.34728 0.19461 1.35373
N 0.45675 -0.70498 -2.43053
C 0.33323 0.36759 -1.31153
C -0.76911 0.09801 2.30688
H 1.07756 -0.41480 -3.24292
H -1.69330 0.75000 2.21444
H 0.98898 -1.46004 -1.95271
H -1.16732 -0.92818 2.35851
H 0.06201 -0.08923 0.38781
H 1.23401 1.02430 -1.31301
H -0.58719 0.80132 -1.59181
H -0.28291 0.36141 3.22114
```

Total charge = +1
Frontier orbital gap = 6.25 eV
LUMO energy = -0.3541 Eh


[4]
ORCA calculation (wB97M-V/def2-TZVPD) on a 2-piece molecular cluster, C2H8NO2 overall.

```
13
C2H8NO2 (wB97M-V/def2-TZVPD)
O 0.39548 1.84230 2.59722
O -0.84137 0.78914 0.39235
N 1.00266 0.18522 -1.57110
C -0.09020 -0.85504 -1.46867
C -0.82068 -0.51966 0.01687
H 1.70180 0.08842 -0.83360
H 0.77046 1.01116 2.93430
H 0.65136 1.11777 -1.30207
H -0.91715 -0.89446 -2.20635
H -0.17920 -1.18550 0.65553
H 0.35231 -1.95395 -1.14592
H -0.15077 1.33954 1.87342
H -1.87471 -0.96495 0.05802
```

Total charge = -1
Frontier orbital gap = 7.63 eV
LUMO energy = 0.1642 Eh


[5]
ORCA calculation (wB97M-V/def2-TZVPD) on C2H8NO2 as an isolated structure.

```
13
C2H8NO2 (wB97M-V/def2-TZVPD)
O -2.86294 -1.26302 -0.35081
O -0.70011 -0.50396 0.63201
N 2.65633 1.27170 -0.12457
C 1.25476 0.74093 0.34326
C 0.09732 -0.00959 -0.39426
H -3.78406 -1.24607 -0.10116
H 1.73723 1.24650 -0.81158
H 3.09698 0.51735 -0.66296
H -0.54024 0.60192 -1.04301
H 1.47130 0.00771 1.11374
H 0.85760 1.52294 0.99593
H -1.61152 -0.84373 0.22496
H 0.50042 -0.87674 -0.94998
```

Total charge = -1
Frontier orbital gap = 7.73 eV
LUMO energy = 0.1522 Eh


[6]
ORCA calculation (wB97M-V/def2-TZVPD) on a 2-piece molecular cluster, C2H8NO2 overall.

```
13
C2H8NO2 (wB97M-V/def2-TZVPD)
O 0.39927 0.65149 -0.21886
O 0.60798 -0.37136 2.31290
N -0.93799 1.56707 -1.93710
C 0.36358 0.86933 -1.52084
C 0.18600 -1.69213 1.94302
H 0.59750 -2.46026 2.58965
H -1.03779 2.49187 -1.55090
H 0.35916 0.01389 -2.24386
H 1.17420 1.54348 -1.92170
H 0.65220 -0.01402 1.38110
H 0.27593 -1.87065 0.85818
H -0.91216 -1.73559 1.97667
H -1.72788 1.00688 -1.66824
```

Total charge = -1
Frontier orbital gap = 7.41 eV
LUMO energy = 0.1584 Eh


[7]
ORCA calculation (wB97M-V/def2-TZVPD) on C2H8NO2P as an isolated structure.

```
14
C2H8NO2P (wB97M-V/def2-TZVPD)
P -0.76499 -0.10878 0.19229
O 0.53518 0.73808 -2.41575
O -2.16459 -0.45851 0.26621
N 0.25957 1.30494 -1.18926
C 0.02388 -1.67263 -0.11081
C 0.00485 0.75803 1.64478
H -0.22847 1.80745 1.57598
H 1.51497 0.36963 -2.41562
H 1.08388 0.68879 1.58982
H -0.39339 2.05369 -1.41939
H 0.92426 -1.36574 -0.62032
H 0.09364 -2.03936 0.87196
H -0.60747 -2.37424 -0.58344
H -0.28132 0.29864 2.61354
```

Frontier orbital gap = 9.28 eV
LUMO energy = 0.0250 Eh


[8]
ORCA calculation (wB97M-V/def2-TZVPD) on a 2-piece molecular cluster, C2H8NO2P overall.

```
14
C2H8NO2P (wB97M-V/def2-TZVPD)
P -0.69360 -0.08026 -0.16148
O -0.75036 0.24041 -1.85446
O -0.64810 1.14968 0.69391
N 2.16501 0.63368 0.70885
C -2.23094 -0.90316 0.38579
C 1.96751 -0.15032 -0.44124
H -0.42186 1.13366 -1.72026
H -2.97930 -0.09013 0.47148
H 1.87262 0.15446 1.58820
H 2.21583 0.46186 -1.39971
H 1.89371 1.54069 0.67424
H -2.68937 -1.83396 0.04137
H 2.11305 -1.20750 -0.38225
H -1.81420 -1.04912 1.39556
```

Frontier orbital gap (alpha / beta) = 7.50 / 7.06 eV
LUMO energy (alpha / beta) = -0.0030 / -0.0149 Eh


[9]
ORCA calculation (wB97M-V/def2-TZVPD) on one molecule with the formula C2H8NO2P.

```
14
C2H8NO2P (wB97M-V/def2-TZVPD)
P 0.24666 0.44360 -0.09915
O 0.93035 -0.94709 -0.69164
O 1.17020 1.64074 -0.30047
N 2.42963 -0.99980 -0.50235
C -1.34783 0.53001 -0.88140
C 0.01671 0.07797 1.73368
H -0.79195 0.73658 2.24950
H 0.90020 0.19486 2.29111
H 2.54687 -0.15735 0.01683
H -2.04014 -0.32210 -0.60739
H -0.44270 -0.83737 1.69855
H -1.32232 0.70174 -2.01150
H -1.66267 1.40078 -0.39657
H 2.87437 -0.75327 -1.33409
```

Frontier orbital gap (alpha / beta) = 5.99 / 7.65 eV
LUMO energy (alpha / beta) = 0.0299 / -0.0914 Eh
Multiplicity = 3


[10]
ORCA calculation (wB97M-V/def2-TZVPD) on a 2-piece molecular cluster, C2H8NO3 overall.

```
14
C2H8NO3 (wB97M-V/def2-TZVPD)
O 0.61022 -0.89410 -0.38951
O 3.09835 -0.62468 -1.01023
O 0.05616 1.20790 0.18087
N -2.34857 0.79348 0.74227
C -0.15221 0.02482 0.08152
C -1.57465 -0.43837 0.43192
H -1.60744 -1.17747 1.22938
H -1.64827 1.50087 0.40056
H -2.48151 0.97272 1.73593
H -1.99059 -0.95542 -0.42647
H 1.56956 -0.69238 -0.30964
H -3.21053 0.84580 0.22127
H 3.68905 0.12228 -0.84135
H 3.66018 -1.30443 -1.38571
```

Total charge = +1
Frontier orbital gap = 12.18 eV
LUMO energy = -0.1279 Eh


[11]
ORCA calculation (wB97M-V/def2-TZVPD) on a 3-piece molecular cluster, C2H8NO4 overall.

```
15
C2H8NO4 (wB97M-V/def2-TZVPD)
O -2.03527 0.32646 -0.38498
O 0.91609 -1.70364 2.39795
O -1.02559 -0.69364 1.81245
O -1.03090 2.41055 -1.68084
N 0.97675 -0.06479 0.80535
C 1.56789 -0.79266 -0.30751
C 0.22085 -0.91492 1.74782
H 0.48292 0.76916 0.51355
H 2.55065 -1.12944 0.00976
H -0.10290 2.19055 -1.52336
H -2.33661 -0.46978 -0.82083
H 1.83760 -0.08245 -1.10068
H -1.47129 1.68234 -1.18466
H 0.96330 -1.60055 -0.72114
H -1.51349 0.07284 0.43713
```

Total charge = -1
Frontier orbital gap = 8.39 eV
LUMO energy = 0.1401 Eh


[12]
ORCA calculation (wB97M-V/def2-TZVPD) on a 4-piece molecular cluster, C2H8NO4 overall.

```
15
C2H8NO4 (wB97M-V/def2-TZVPD)
O 3.74841 -0.09666 0.87198
O 0.14988 -0.35090 -2.67380
O -3.05266 0.26024 1.24844
O -1.24633 -0.99036 0.30997
N -0.08651 0.87181 0.35356
C -0.82747 0.05060 -0.55267
C 1.18213 0.67571 0.44164
H 0.92596 -0.64560 -3.17098
H 4.61135 -0.38270 1.18975
H -1.68868 0.26606 -1.19073
H 1.66757 1.04939 1.34523
H -3.18614 -0.09043 2.13776
H 1.57353 -0.26120 0.00374
H -1.88846 -0.40873 0.98142
H -0.02848 -0.57280 -1.22936
```

Total charge = -1
Frontier orbital gap = 3.30 eV
LUMO energy = -0.0149 Eh